Molecular formula: C7H10O
Method: DFT, ωB97M-V with the def2-TZVPD basis set

Last column: natural (NBO) charge in e.
Atoms and positions in Å:
C  -0.744  0.044  1.282  -0.6286
C  -0.424  0.473  -0.104  -0.1318
C  -1.645  0.072  -0.852  -0.0358
C  -0.036  -0.900  -0.701  0.0396
C  1.215  -1.210  -0.088  -0.2140
C  1.861  -0.016  0.071  -0.1838
C  0.889  1.241  -0.039  -0.4543
H  -0.858  -1.107  1.493  0.2389
H  0.223  0.234  1.941  0.2210
H  -1.880  0.559  1.670  0.2093
H  -2.747  0.363  -0.485  0.1823
H  -1.497  0.400  -1.866  0.1658
H  0.307  -0.620  -1.668  0.1534
H  1.588  -2.365  -0.121  0.2382
H  2.938  0.506  0.002  0.2324
H  0.745  1.743  0.974  0.2347
H  1.376  1.809  -0.847  0.2305
O  -1.312  -1.227  -0.661  -0.4979

Output
**Energy relative to the best compared isomer or geometry (same formula, charge and spin)**: 162.8 kcal per mole
**Energy**: -9461.50188 eV
**Frontier orbital gap**: 9.82 eV
**HOMO**: -8.85 eV
**Net charge**: 0
**LUMO**: 1.0 eV